w) C2H10N2O3 | the ωB97M-V functional and the def2-TZVPD basis

```
! wB97M-V def2-TZVPD RIJCOSX def2/J DEFGRID3
* xyz 0 1
C 0.844 1.485 -1.032
N 0.874 0.058 -0.752
C 1.085 -0.312 0.560
N 1.076 -1.650 0.802
O 1.163 0.556 1.481
H 0.064 1.954 -0.486
H 0.739 1.647 -2.123
H 1.830 1.867 -0.667
H 0.249 -0.534 -1.276
H 1.317 -2.317 0.080
H 1.431 -1.914 1.695
O -1.613 0.210 1.330
H -0.573 0.318 1.496
H -1.969 1.001 1.763
O -1.854 -0.908 -1.205
H -1.869 -0.546 -0.265
H -2.795 -0.914 -1.400
*
```

Output
Lowest unoccupied orbital energy = 0.029 Ha
Structure (SMILES) = CNC(N)=O.O.O
Gap between HOMO and LUMO = 10.510 eV

Results of the Mulliken charge analysis, in e, for atoms 1 through 5: C -0.706; N -0.257; C 0.422; N -0.373; O -0.697


x) C2H10N2O3 | the ωB97M-V functional and the def2-TZVPD basis

```
! wB97M-V def2-TZVPD RIJCOSX def2/J DEFGRID3
* xyz 0 1
N -1.118 -1.059 0.538
C -0.886 0.208 -0.002
C 0.602 0.650 0.057
N 1.472 -0.402 0.104
O 0.748 1.734 -0.496
H -0.694 -1.313 1.411
H -2.027 -1.461 0.475
H -0.932 0.264 -1.184
H -1.596 0.964 0.328
H 1.032 -1.236 0.328
H 2.208 -0.480 -0.611
O -1.322 -1.486 -2.586
H -2.058 -1.557 -3.211
H -1.534 -1.727 -1.701
O 1.868 2.437 2.522
H 1.495 1.905 1.772
H 2.739 2.560 2.257
*
```

Output
Lowest unoccupied orbital energy = 0.017 Ha
Structure (SMILES) = NCC(N)=O.O.O
Gap between HOMO and LUMO = 10.181 eV

Results of the Mulliken charge analysis, in e, for atoms 1 through 5: N -0.630; C -0.086; C 0.316; N -0.429; O -0.532


Quick one: most stable of them? w)


w) C19H26N4O3S | the ωB97M-V functional and the def2-TZVPD basis

```
! wB97M-V def2-TZVPD RIJCOSX def2/J DEFGRID3
* xyz 0 1
C -3.464 -2.498 1.033
C -4.060 -1.102 1.222
N -3.834 -0.185 0.130
C -4.221 -0.562 -1.210
C -5.729 -0.750 -1.341
S -2.505 0.807 0.252
O -2.610 1.783 -0.792
O -2.430 1.258 1.613
C -1.069 -0.197 -0.065
C -0.604 -0.397 -1.358
C 0.577 -1.075 -1.548
C 1.303 -1.491 -0.413
N 2.548 -2.050 -0.482
C 3.492 -1.651 -1.508
C 4.422 -0.547 -0.922
N 3.779 0.106 0.195
C 2.735 1.002 -0.056
C 2.451 1.436 -1.355
C 1.430 2.323 -1.645
C 0.628 2.813 -0.636
C 0.911 2.438 0.664
C 1.952 1.577 0.969
O 2.202 1.300 2.292
C 3.712 -0.840 1.296
C 3.235 -2.225 0.785
N 0.778 -1.393 0.816
C -0.364 -0.762 0.979
H -3.963 -3.029 0.227
H -2.401 -2.440 0.809
H -3.594 -3.069 1.949
H -3.618 -0.617 2.094
H -5.139 -1.184 1.389
H -3.901 0.267 -1.842
H -3.699 -1.474 -1.537
H -6.066 -1.621 -0.785
H -6.243 0.129 -0.963
H -5.988 -0.887 -2.388
H -1.163 0.005 -2.189
H 0.940 -1.257 -2.546
H 4.079 -2.527 -1.804
H 2.961 -1.281 -2.381
H 4.713 0.172 -1.686
H 5.339 -1.001 -0.535
H 3.033 1.072 -2.186
H 1.257 2.610 -2.671
H -0.205 3.464 -0.844
H 0.299 2.815 1.473
H 1.548 1.768 2.826
H 3.033 -0.473 2.055
H 4.714 -0.927 1.731
H 4.076 -2.899 0.608
H 2.550 -2.680 1.496
H -0.722 -0.671 1.995
*
```

Output
Lowest unoccupied orbital energy = 0.027 Ha
Structure (SMILES) = CCN(CC)S(=O)(=O)c1ccc(N2CCN(c3ccccc3O)CC2)nc1
Gap between HOMO and LUMO = 8.192 eV

Results of the Mulliken charge analysis, in e, for atoms 1 through 5: C -0.813; C -0.703; N 0.137; C -0.195; C -1.490


x) C19H26N4O3S | the ωB97M-V functional and the def2-TZVPD basis

```
! wB97M-V def2-TZVPD RIJCOSX def2/J DEFGRID3
* xyz 0 1
C -1.524 -3.355 0.424
C -0.712 -2.187 0.958
O 0.126 -1.417 0.353
N -1.166 -1.980 2.224
C -0.871 -0.835 2.994
C -1.836 0.440 2.562
N -1.805 0.609 1.220
C -0.922 1.550 0.606
S 0.296 2.373 1.347
C 1.357 3.122 0.334
C 2.511 2.117 -0.106
O 3.662 2.834 0.126
N 2.115 1.176 -0.709
C 3.195 0.351 -1.277
C 3.180 -0.946 -0.290
C 3.987 -1.972 -0.817
C 3.730 -3.390 -0.141
C 5.519 -1.945 -0.772
N -0.848 1.545 -0.792
C -1.626 0.626 -1.601
C -1.486 0.964 -2.841
C -2.426 0.220 -3.816
C -3.549 -0.515 -3.015
C -3.589 -0.728 -1.723
C -2.752 0.026 -0.855
C -2.714 0.062 0.444
O -3.686 -0.660 1.211
H -1.158 -3.481 -0.708
H -2.615 -3.095 0.224
H -1.246 -4.184 0.848
H -2.023 -2.588 2.443
H 0.094 -0.616 2.752
H -0.801 -0.920 3.893
H -1.428 1.413 3.066
H -2.925 0.215 3.025
H 0.689 3.200 -0.448
H 1.733 3.870 0.869
H 1.253 0.923 -0.863
H 2.944 -0.082 -2.385
H 4.310 0.673 -1.193
H 3.516 -0.832 0.648
H 2.074 -1.352 -0.181
H 3.476 -2.341 -1.935
H 4.218 -4.248 -0.100
H 2.623 -3.577 0.104
H 3.954 -3.082 1.133
H 5.496 -0.987 -1.393
H 5.890 -2.789 -1.235
H 5.767 -1.718 0.072
H -0.743 1.485 -3.114
H -2.312 0.404 -4.705
H -4.301 -0.882 -3.637
H -4.482 -1.124 -1.415
*
```

Output
Lowest unoccupied orbital energy = -0.038 Ha
Structure (SMILES) = CC(=O)NCCn1c(SCC(=O)NCCC(C)C)nc2ccccc2c1=O
Gap between HOMO and LUMO = 7.159 eV

Results of the Mulliken charge analysis, in e, for atoms 1 through 5: C -1.594; C 0.596; O -0.680; N -0.106; C -1.398


Quick one: most stable of them? w)


w) C7H11NO2 | the ωB97M-V functional and the def2-TZVPD basis

```
! wB97M-V def2-TZVPD RIJCOSX def2/J DEFGRID3
* xyz 0 1
C -2.515 -0.017 -0.021
C 2.029 -1.232 0.302
C 2.921 -0.094 -0.156
C 0.640 -1.157 -0.440
C 2.261 1.218 0.195
C -0.013 0.209 -0.307
C -3.735 0.927 0.176
N -1.293 0.680 0.047
O -2.637 -1.224 -0.308
O 0.920 1.192 0.020
H 2.334 -2.352 -0.039
H 2.039 -1.223 1.400
H 3.850 -0.277 0.287
H 3.080 -0.234 -1.268
H 0.772 -1.522 -1.555
H 0.054 -1.896 0.057
H 2.685 2.130 0.536
H -3.524 1.917 -0.228
H -4.709 0.402 -0.175
H -3.939 0.933 1.212
H -1.219 1.619 0.266
*
```

Output
Lowest unoccupied orbital energy (alpha / beta) = 0.028 / 0.028 Ha
Gap between HOMO and LUMO (alpha / beta) = 7.752 / 7.375 eV

Results of the Mulliken charge analysis, in e, for atoms 1 through 5: C 0.623; C -0.644; C -0.518; C -0.362; C -0.376


x) C7H11NO2 | the ωB97M-V functional and the def2-TZVPD basis

```
! wB97M-V def2-TZVPD RIJCOSX def2/J DEFGRID3
* xyz 0 1
N 0.645 -1.868 1.053
C 0.716 -0.475 0.652
C 0.792 0.516 1.930
C 0.837 1.898 1.660
C 0.022 2.402 0.651
C -0.605 1.468 -0.450
C -0.469 -0.050 -0.132
C -0.664 -0.878 -1.511
O -0.936 -0.194 -2.554
O -0.490 -2.186 -1.607
H 1.527 -2.166 1.301
H 0.043 -1.817 1.890
H 1.630 -0.247 0.038
H 0.115 0.319 2.773
H 1.761 0.141 2.367
H 1.365 2.514 2.511
H -0.014 3.471 0.437
H -1.672 1.779 -0.674
H 0.008 1.660 -1.305
H -1.392 -0.330 0.390
H -0.264 -2.500 -0.618
*
```

Output
Lowest unoccupied orbital energy = 0.023 Ha
Structure (SMILES) = N[C@@H]1CC=CC[C@H]1C(=O)O
Gap between HOMO and LUMO = 9.881 eV

Results of the Mulliken charge analysis, in e, for atoms 1 through 5: N -0.660; C 0.274; C -0.664; C -0.327; C -0.554


Quick one: most stable of them? x)


w) C4H9N3S | the ωB97M-V functional and the def2-TZVPD basis

```
! wB97M-V def2-TZVPD RIJCOSX def2/J DEFGRID3
* xyz 0 1
H -3.283 2.076 0.418
N -2.344 1.952 0.787
C -1.768 1.062 0.115
N -0.445 0.647 0.317
C 0.065 -0.435 -0.413
C 0.753 -1.550 0.353
S 1.804 -0.808 1.582
N 0.113 -0.552 -1.660
C -0.285 0.520 -2.579
H -2.247 0.475 -0.704
H -0.136 0.793 1.268
H 0.029 -2.168 0.911
H 1.357 -2.113 -0.406
H 2.755 -0.381 0.736
H 0.116 0.216 -3.569
H -1.402 0.632 -2.656
H 0.098 1.477 -2.270
*
```

Output
Lowest unoccupied orbital energy = 0.030 Ha
Structure (SMILES) = [H]/N=C/N/C(CS)=N\C
Gap between HOMO and LUMO = 10.142 eV

Results of the Mulliken charge analysis, in e, for atoms 1 through 5: H 0.258; N -0.676; C 0.043; N -0.246; C 0.511


x) C4H9N3S | the ωB97M-V functional and the def2-TZVPD basis

```
! wB97M-V def2-TZVPD RIJCOSX def2/J DEFGRID3
* xyz 0 1
N 0.852 1.093 -1.765
C 0.123 0.038 -1.208
C 0.307 -0.487 0.013
C -0.596 -1.542 0.527
N -1.830 -1.449 0.804
N -2.457 -0.241 0.732
C 1.446 -0.031 0.899
S 1.102 1.498 1.835
H 1.760 1.263 -1.368
H 0.873 1.078 -2.802
H -0.680 -0.324 -1.847
H -0.182 -2.556 0.689
H -3.444 -0.335 0.563
H -2.000 0.471 0.131
H 1.629 -0.769 1.673
H 2.380 0.082 0.333
H 0.716 2.212 0.790
*
```

Output
Lowest unoccupied orbital energy = 0.025 Ha
Structure (SMILES) = N/C=C(/C=N\N)CS
Gap between HOMO and LUMO = 8.833 eV

Results of the Mulliken charge analysis, in e, for atoms 1 through 5: N -0.473; C -0.132; C 0.290; C -0.306; N -0.406


y) C4H9N3S | the ωB97M-V functional and the def2-TZVPD basis

```
! wB97M-V def2-TZVPD RIJCOSX def2/J DEFGRID3
* xyz 0 1
H -3.249 -1.426 0.496
N -2.908 -1.266 -0.457
C -1.722 -0.830 -0.461
N -0.926 -0.535 0.638
N 0.448 -0.376 0.481
C 1.194 -1.423 0.090
S 2.795 -1.437 -0.268
C 0.954 0.986 0.609
C 0.736 1.797 -0.653
H -1.204 -0.629 -1.400
H -1.216 -0.891 1.548
H 0.603 -2.354 0.033
H 2.026 0.904 0.842
H 0.454 1.419 1.423
H 1.237 1.345 -1.505
H 1.115 2.826 -0.505
H -0.337 1.890 -0.910
*
```

Output
Lowest unoccupied orbital energy = 0.018 Ha
Structure (SMILES) = [H]/N=C\NN(C=S)CC
Gap between HOMO and LUMO = 9.148 eV

Results of the Mulliken charge analysis, in e, for atoms 1 through 5: H 0.203; N -0.659; C 0.105; N -0.388; N 0.125


Quick one: most stable of them? w)


w) C6H24NO7 | the ωB97M-V functional and the def2-TZVPD basis

```
! wB97M-V def2-TZVPD RIJCOSX def2/J DEFGRID3
* xyz 1 1
C -0.478 2.901 1.458
O -1.459 1.957 1.008
C 0.397 2.095 2.425
C 1.825 1.479 2.054
C 1.609 0.709 0.778
C 0.644 -0.168 0.574
N 0.487 -0.840 -0.665
C -0.487 -1.607 -0.928
H 0.050 3.145 0.506
H -0.777 3.765 2.085
H -2.320 2.325 1.247
H -0.058 1.387 3.092
H 0.843 2.828 3.126
H 2.560 2.290 1.830
H 2.348 0.985 2.866
H 2.142 1.063 -0.069
H -0.159 -0.420 1.281
H 0.996 -0.355 -1.424
H -0.738 -1.974 -1.909
H -1.171 -2.163 -0.290
H 0.896 -3.504 -2.809
H 1.931 -2.377 -3.290
O 1.372 -2.702 -2.581
H -2.349 -2.145 1.862
H -1.598 -3.582 2.125
O -1.538 -2.666 1.818
H -0.153 0.533 -3.246
H 1.244 1.215 -3.450
O 0.643 0.847 -2.799
H -2.133 2.398 -1.580
H -1.705 1.169 -0.700
O -1.925 1.464 -1.601
H 2.574 -1.784 1.165
H 3.136 -3.062 0.400
O 3.296 -2.407 1.082
H -3.050 -0.232 -1.885
H -3.792 -1.443 -2.079
O -3.100 -1.127 -1.476
*
```

Output
Lowest unoccupied orbital energy = -0.127 Ha
Gap between HOMO and LUMO = 9.391 eV

Results of the Mulliken charge analysis, in e, for atoms 1 through 5: C -0.224; O -0.499; C -0.940; C -0.911; C 0.001


x) C6H24NO7 | the ωB97M-V functional and the def2-TZVPD basis

```
! wB97M-V def2-TZVPD RIJCOSX def2/J DEFGRID3
* xyz 1 1
C -0.487 2.868 1.487
O -1.501 1.993 0.918
C 0.364 2.052 2.464
C 1.747 1.468 2.020
C 1.542 0.695 0.741
C 0.591 -0.215 0.587
N 0.395 -0.905 -0.644
C -0.562 -1.703 -0.852
H 0.089 3.145 0.610
H -0.832 3.695 2.085
H -2.364 2.366 1.112
H -0.126 1.315 3.100
H 0.760 2.771 3.199
H 2.437 2.279 1.811
H 2.276 0.940 2.813
H 2.065 1.058 -0.144
H -0.149 -0.477 1.322
H 0.840 -0.438 -1.442
H -0.835 -2.086 -1.825
H -1.188 -2.246 -0.153
H 0.867 -3.655 -2.837
H 1.835 -2.528 -3.372
O 1.311 -2.830 -2.631
H -2.301 -2.238 2.066
H -1.507 -3.629 2.319
O -1.471 -2.725 1.971
H 0.188 0.949 -3.448
H 1.592 1.638 -3.502
O 0.959 1.209 -2.923
H -1.953 2.641 -1.748
H -1.605 1.351 -0.933
O -1.744 1.709 -1.837
H 2.591 -1.761 1.113
H 3.146 -3.026 0.344
O 3.332 -2.363 1.013
H -3.167 -0.405 -1.681
H -3.921 -1.632 -1.844
O -3.212 -1.280 -1.280
*
```

Output
Lowest unoccupied orbital energy = -0.131 Ha
Gap between HOMO and LUMO = 9.484 eV

Results of the Mulliken charge analysis, in e, for atoms 1 through 5: C -0.300; O -0.477; C -0.869; C -0.933; C 0.111


Quick one: most stable of them? x)


w) C7H14N2O4 | the ωB97M-V functional and the def2-TZVPD basis

```
! wB97M-V def2-TZVPD RIJCOSX def2/J DEFGRID3
* xyz 0 1
C -3.642 0.140 0.054
C -2.561 -0.843 -0.114
N -2.176 -1.457 1.133
C -1.430 0.120 -0.694
O -1.679 1.159 -1.410
N -0.226 -0.345 -0.221
C 1.044 0.076 -0.606
C 1.995 -1.130 -0.475
O 1.873 -2.197 -0.040
O 3.431 -0.474 -0.611
C 1.601 1.321 0.419
C 0.500 2.321 0.174
O 1.617 0.975 1.760
H -4.463 -0.410 0.794
H -3.757 0.266 -1.038
H -3.323 1.315 0.491
H -2.623 -1.533 -0.825
H -2.791 -2.274 1.442
H -2.053 -0.713 1.886
H -0.113 -1.273 0.349
H 1.209 0.517 -1.552
H 4.069 -1.161 -0.443
H 2.712 1.479 0.116
H -0.457 2.140 1.003
H 0.859 3.544 0.217
H -0.168 2.189 -0.945
H 0.756 0.796 1.970
*
```

Output
Lowest unoccupied orbital energy = 0.021 Ha
Structure (SMILES) = C[C@H](N)C(=O)N[C@H](C(=O)O)[C@@H](C)O
Gap between HOMO and LUMO = 9.860 eV

Results of the Mulliken charge analysis, in e, for atoms 1 through 5: C -0.939; C 0.007; N -0.643; C 0.237; O -0.715


x) C7H14N2O4 | the ωB97M-V functional and the def2-TZVPD basis

```
! wB97M-V def2-TZVPD RIJCOSX def2/J DEFGRID3
* xyz 0 1
C 0.189 -1.117 -1.477
C 0.768 -0.603 -2.632
C -0.634 -1.244 0.875
C -1.233 1.769 1.308
C 0.690 -0.784 1.521
C 0.159 1.740 1.862
C 0.436 0.369 2.511
N -0.803 -0.299 -0.821
N 0.355 0.713 -2.926
O -2.085 -0.406 -1.314
O 0.402 -2.460 -1.090
O 1.696 -1.259 -3.284
O -1.551 -1.945 1.101
H -1.883 0.881 1.794
H -1.212 1.441 0.258
H -1.666 2.798 1.167
H 1.008 -1.673 2.129
H 1.532 -0.520 0.759
H 0.290 2.493 2.625
H 0.928 1.877 0.964
H 1.348 0.420 3.305
H -0.410 0.142 3.193
H 1.072 1.396 -3.257
H -0.360 0.957 -2.178
H 1.199 -2.849 -1.560
H 2.295 -0.733 -3.936
H -2.530 -1.102 -0.897
*
```

Output
Lowest unoccupied orbital energy = 0.013 Ha
Gap between HOMO and LUMO = 7.345 eV

Results of the Mulliken charge analysis, in e, for atoms 1 through 5: C 0.451; C 0.067; C 0.338; C -0.628; C -0.240


Quick one: most stable of them? w)